# 1
# H10LiO13S2

A structure of composition H10LiO13S2 at a distorted geometry (wB97M-V/def2-TZVPD, the OMol25 dataset).

Atoms and positions in Å:
Li  -0.3503  0.2897  1.3021
S  -3.7862  2.8951  1.8270
O  -2.7906  2.9656  0.7168
O  -5.0487  2.3303  1.3841
O  -3.3323  1.9509  2.8129
O  -3.9848  4.2617  2.3238
S  1.3867  -0.2315  -3.9878
O  0.6711  -1.2066  -4.7743
O  1.1279  -0.5122  -2.5336
O  2.8362  -0.2921  -4.3078
O  0.8915  1.0793  -4.3173
O  1.4682  5.0556  1.5284
H  0.5499  4.8047  1.6283
H  1.7686  5.2273  2.4208
O  4.3695  -2.6372  -0.7263
H  3.5902  -2.0938  -0.6101
H  4.6453  -2.4716  -1.6278
O  -2.2965  -4.0696  -2.5588
H  -2.1338  -3.9026  -3.4872
H  -1.5909  -3.6090  -2.1048
O  -1.9491  -2.9349  1.8963
H  -2.2103  -3.4381  1.1250
H  -2.7555  -2.8357  2.4023
O  2.5993  -0.2693  3.1332
H  3.0941  -0.6372  3.8654
H  3.2305  0.2810  2.6695

Force components x, y, z for each atom (eV/Å):
-0.7894 0.5583 -0.4734
-0.2609 0.9973 -2.3689
0.6710 -0.3253 -0.2319
-2.1756 -0.2149 -1.3855
2.4823 -1.9272 3.3336
0.0347 0.9324 1.0372
0.8743 0.0803 1.0661
-1.2479 -2.4542 -1.4451
0.4748 -0.2749 0.7708
0.8691 -0.3831 0.4206
-0.7455 2.5887 -0.3276
0.4434 0.0984 -0.0414
-0.5566 -0.1542 -0.1543
-0.0077 0.0256 0.1856
0.4473 -0.3457 0.5195
-0.3804 0.2426 -0.3251
-0.2141 0.2074 -0.3589
-0.3614 -0.5225 0.2574
0.1863 0.2863 -0.2023
0.2939 0.3604 -0.0965
0.3656 -0.0290 0.1925
-0.0367 -0.0301 -0.3316
-0.2418 0.2446 0.0957
-0.2964 0.0167 -0.0109
0.0231 -0.1393 0.1482
0.1485 0.1613 -0.2740

Values from the calculation:
Strongest force on any atom (eV/Å): 4.581
Spin multiplicity: 1
Gap between HOMO and LUMO (eV): 3.11
Electronic energy (Ha): -1787.905297
Charge: -3

Partial charges, Mulliken, in e:
1 Li 0.930
2 S 1.107
3 O -0.755
4 O -0.775
5 O -0.760
6 O -0.772
7 S 1.087
8 O -0.765
9 O -0.753
10 O -0.801
11 O -0.741
12 O -0.658
13 H 0.365
14 H 0.292
15 O -0.697
16 H 0.342
17 H 0.346
18 O -0.680
19 H 0.335
20 H 0.342
21 O -0.641
22 H 0.323
23 H 0.325
24 O -0.603
25 H 0.283
26 H 0.328



# 2
# C7H28N14O7Tl

A structure of composition C7H28N14O7Tl at a distorted geometry (wB97M-V/def2-TZVPD, the OMol25 dataset).

Atoms and positions in Å:
Tl  -0.7126  0.0702  1.0805
C  2.0591  1.9533  3.4441
O  1.1499  1.2959  2.9469
N  3.2355  1.4919  3.7796
N  2.1668  3.2407  3.6095
H  3.3737  0.4915  3.7657
H  3.9503  2.0026  4.2778
H  2.9826  3.5752  4.1022
H  1.3772  3.8567  3.4786
C  1.5261  -2.2132  3.5090
O  0.6931  -1.5137  2.9701
N  2.4040  -2.9079  2.8444
N  1.6224  -2.1628  4.8103
H  2.2449  -2.7475  1.8600
H  3.0365  -3.5747  3.2633
H  0.7356  -2.0765  5.2859
H  2.4323  -2.4874  5.3192
C  0.3484  -3.6306  -0.1062
O  -0.1410  -2.6763  0.4422
N  0.7972  -4.6190  0.6054
N  0.7107  -3.6266  -1.3469
H  0.5773  -4.6339  1.5910
H  1.6022  -5.0715  0.1963
H  0.9433  -4.4659  -1.8584
H  0.3396  -2.8709  -1.9049
C  0.2252  -0.0969  -2.7992
O  -0.0325  -0.6130  -1.7210
N  -0.5195  -0.1277  -3.9165
N  1.2935  0.5593  -3.0753
H  -1.2403  -0.8204  -4.0608
H  -0.2653  0.3099  -4.7905
H  1.2929  0.9298  -4.0149
H  1.7501  1.0383  -2.3123
C  1.2825  3.0148  -0.7449
O  0.7268  2.0668  -0.3056
N  2.4426  3.4792  -0.3008
N  0.9804  3.5510  -1.8808
H  2.7502  4.4298  -0.4487
H  2.8710  2.8070  0.3195
H  0.1412  3.2063  -2.3246
H  1.4582  4.4211  -2.0675
C  -3.8234  -1.8417  -0.7708
O  -2.6687  -1.5616  -0.4267
N  -4.0430  -2.6720  -1.7487
N  -4.9148  -1.4711  -0.1142
H  -5.0084  -2.9205  -1.9115
H  -3.3077  -3.0989  -2.2938
H  -5.8233  -1.6174  -0.5304
H  -4.7119  -0.9010  0.6944
C  -2.5313  2.2648  -1.6784
O  -2.3728  1.4321  -0.8422
N  -3.1764  3.3380  -1.5017
N  -2.0326  2.2148  -2.9215
H  -3.1571  3.5080  -0.5063
H  -3.2927  3.9588  -2.2899
H  -1.7355  1.3635  -3.3766
H  -2.0125  3.1495  -3.3035

Force components x, y, z for each atom (eV/Å):
0.7538 -0.2302 -1.4976
0.3007 0.3355 -0.7750
-1.1979 -0.7171 -0.3501
3.0355 -4.4393 0.7871
-1.9733 4.0708 0.0632
0.0378 0.1691 0.0119
-0.3436 -0.0909 -0.1356
-0.6170 0.4726 -0.1969
0.2149 -0.0154 0.1424
1.2239 -0.4038 0.5903
-3.0950 1.9891 -1.7323
0.8299 -0.6636 -1.8089
-0.5050 -0.2002 2.7303
0.9657 -0.6659 -0.1483
-0.0599 0.1020 -0.3853
0.3304 0.3462 0.4092
-0.2158 -0.1171 -0.0170
1.3423 -0.4337 -0.8291
-2.4349 3.6828 2.6874
0.6742 -2.3912 1.6405
-0.0926 0.3689 -3.8920
0.2791 -0.3225 -0.1505
-0.0975 -0.5703 0.6815
-0.0209 -0.0490 0.2358
0.2022 0.1856 0.0308
-0.8646 -0.6970 -0.3436
-0.8125 -0.8184 1.1669
-3.1579 -1.4949 -1.5275
3.3114 2.3780 0.0776
0.0613 -0.0554 0.3583
0.3353 -0.1292 0.2481
1.0014 0.4351 0.5123
0.3558 -0.0630 -0.3119
2.6167 1.6042 -0.5816
-2.7227 -4.4782 2.1549
1.4562 -0.1655 2.0802
-1.8350 1.6855 -2.8258
0.3512 -0.4504 0.2074
0.4624 0.9418 0.4295
-0.0339 0.7031 -0.1893
-0.5707 -0.1600 -0.9470
-0.8050 -0.3295 0.7590
2.1869 0.7834 0.9848
-0.3694 -1.3468 -2.2464
0.3150 0.9617 0.8085
0.3411 -0.4292 -0.3437
-0.2332 0.1790 0.1657
-0.0227 0.3622 0.5545
-0.8957 0.0802 -0.1078
1.7682 -1.0471 -3.6798
0.6066 -3.8691 3.8581
-2.0753 3.4425 2.1109
0.8512 0.1340 -1.0312
-1.0102 1.4027 -0.1559
-0.5103 0.5602 0.9507
0.0936 0.2983 -0.0391
0.2678 -0.8309 -1.1888

Values from the calculation:
Strongest force on any atom (eV/Å): 5.667
Spin multiplicity: 1
Gap between HOMO and LUMO (eV): 3.03
Electronic energy (Ha): -1748.351663
Charge: +3

Partial charges, Mulliken, in e:
1 Tl 1.596
2 C 0.653
3 O -0.544
4 N -0.398
5 N -0.385
6 H 0.154
7 H 0.192
8 H 0.165
9 H 0.220
10 C 0.613
11 O -0.465
12 N -0.391
13 N -0.405
14 H 0.203
15 H 0.218
16 H 0.263
17 H 0.210
18 C 0.487
19 O -0.284
20 N -0.358
21 N -0.354
22 H 0.292
23 H 0.217
24 H 0.232
25 H 0.190
26 C 0.659
27 O -0.287
28 N -0.608
29 N -0.416
30 H 0.234
31 H 0.183
32 H 0.198
33 H 0.166
34 C 0.527
35 O -0.483
36 N -0.481
37 N -0.314
38 H 0.211
39 H 0.183
40 H 0.179
41 H 0.188
42 C 0.645
43 O -0.289
44 N -0.367
45 N -0.434
46 H 0.170
47 H 0.225
48 H 0.198
49 H 0.208
50 C 0.581
51 O -0.477
52 N -0.409
53 N -0.417
54 H 0.281
55 H 0.188
56 H 0.217
57 H 0.216



# 3
# C12H38N2O6

A cluster of 6 separate species, C12H38N2O6 in total at a distorted geometry (wB97M-V/def2-TZVPD, the OMol25 dataset).

Atoms and positions in Å:
C  0.0553  6.0662  5.3239
C  1.0467  5.0829  4.6723
C  0.4075  3.9038  3.9066
O  1.2564  2.9042  3.4318
C  0.5770  1.6977  3.0107
N  1.9991  5.6322  3.7534
H  -0.4940  6.4185  4.4508
H  0.6688  6.8483  5.7712
H  -0.6394  5.6550  6.0563
H  1.7973  4.7114  5.3700
H  -0.2417  4.3068  3.1293
H  -0.2431  3.5239  4.6943
H  -0.0963  1.3127  3.7765
H  1.2549  0.8737  2.7878
H  -0.0228  1.8849  2.1201
H  2.1038  4.9020  3.0635
H  1.4344  6.2513  3.1896
C  -4.6214  -2.7707  -3.2247
C  -3.4630  -2.0191  -3.7127
C  -3.9213  -0.6338  -4.4227
O  -4.9010  0.0944  -3.5813
C  -6.0601  0.4942  -4.2901
N  -2.5103  -1.8270  -2.6098
H  -4.3586  -3.7843  -2.9219
H  -5.3600  -2.8527  -4.0221
H  -5.0668  -2.2432  -2.3812
H  -3.0019  -2.6429  -4.4784
H  -4.3020  -0.7257  -5.4399
H  -3.0235  -0.0270  -4.5403
H  -6.5559  1.1064  -3.5368
H  -6.6649  -0.2924  -4.7413
H  -5.7547  1.2496  -5.0142
H  -1.7222  -1.2972  -2.9538
H  -2.9461  -1.1291  -2.0241
C  0.7343  -1.3881  0.5143
O  1.2633  -1.6964  -0.8426
H  1.1449  -2.1081  1.2221
H  1.2038  -0.4263  0.7212
H  -0.3475  -1.5181  0.5437
H  0.7689  -1.3049  -1.5664
C  4.4019  -3.5511  3.7883
O  3.6211  -3.1954  2.5992
H  5.4283  -3.6822  3.4457
H  4.2853  -3.0496  4.7490
H  4.0955  -4.5876  3.9295
H  2.9728  -3.8717  2.3895
C  4.2872  -2.9088  -0.4217
O  3.0692  -3.5790  -0.6392
H  4.2634  -2.1595  0.3695
H  5.1166  -3.5852  -0.2153
H  4.5934  -2.3001  -1.2725
H  2.2981  -3.0072  -0.6375
C  2.0307  -0.6677  -3.7151
O  0.5992  -0.9688  -3.7073
H  2.3739  -0.9162  -4.7194
H  2.2218  0.4002  -3.6103
H  2.6012  -1.2474  -2.9894
H  0.3428  -1.3553  -4.5479

Force components x, y, z for each atom (eV/Å):
1.0119 -0.6154 -1.3441
1.2917 -2.2446 0.4423
-1.9769 0.2720 2.3604
0.5226 -1.0270 -0.3353
-0.1292 0.7662 0.2773
-0.1852 2.0115 -1.6865
-0.4205 0.6599 0.2876
-0.3335 0.1899 -0.0539
0.2506 -0.2234 -0.1025
-0.8915 -0.7684 1.0335
-0.0623 0.1197 -0.4293
-0.5709 -0.8125 -0.1413
-0.0822 0.2434 0.3010
0.5354 0.5352 0.0859
-0.0761 0.1620 -0.1814
0.9834 -0.3361 -0.0722
0.1400 1.0719 -0.4178
-1.8664 -0.3458 0.4412
1.6705 -1.4389 0.9264
-1.1106 2.4775 1.1766
2.8692 -2.4616 -1.8081
-0.0995 1.7228 0.6049
-1.8142 2.4329 -2.7642
0.1585 0.1205 -0.0048
-0.1462 -0.0411 0.1034
-0.2128 -0.1829 0.0292
0.4234 0.5770 -0.4404
-0.3583 -0.8598 0.2019
0.1172 0.0618 0.5187
-0.7257 -0.5176 -0.1031
0.1542 -0.1636 0.2285
0.0230 -0.2941 -0.5496
1.4603 -0.6249 -0.0660
-0.3571 -0.4298 1.5196
1.1177 -0.2142 -1.6825
-0.5721 -0.2894 1.3881
0.2288 -0.1165 -0.3183
-0.9157 0.2002 0.5244
0.0093 0.6518 0.0262
-0.3202 0.1355 0.1738
-0.6640 -2.4718 -1.7836
0.3536 1.2970 1.0129
0.1692 0.7282 0.3506
-0.2713 0.7370 -0.5991
0.1602 -0.1712 0.7714
0.2069 -0.1256 0.2813
0.1243 1.1893 -0.1631
0.6624 -1.3301 0.2767
-0.2647 -0.3163 0.4858
-0.4015 -0.3124 0.0492
-0.0020 -0.1623 -0.6413
0.2936 0.5539 -0.2135
-0.1667 -0.1522 -1.3313
0.0539 0.3132 0.7624
0.3448 -0.1006 0.1219
-0.3556 -0.0386 0.3614
-0.4035 -0.0138 0.0941
0.4199 -0.0277 0.0144

Values from the calculation:
Strongest force on any atom (eV/Å): 4.191
Spin multiplicity: 2
Gap between HOMO and LUMO (spin up / spin down) (eV): 7.59 / 1.38
Electronic energy (Ha): -1040.416624
⟨S²⟩: 0.757
Charge: +1

Partial charges, Mulliken, in e:
1 C -1.286
2 C 0.283
3 C -0.705
4 O -0.370
5 C -0.616
6 N -0.721
7 H 0.337
8 H 0.359
9 H 0.362
10 H 0.294
11 H 0.308
12 H 0.392
13 H 0.336
14 H 0.198
15 H 0.289
16 H 0.276
17 H 0.272
18 C -1.457
19 C 0.304
20 C -0.618
21 O -0.221
22 C -0.706
23 N -0.298
24 H 0.388
25 H 0.378
26 H 0.361
27 H 0.402
28 H 0.479
29 H 0.421
30 H 0.272
31 H 0.333
32 H 0.364
33 H 0.207
34 H 0.390
35 C -0.520
36 O -0.508
37 H 0.193
38 H 0.271
39 H 0.317
40 H 0.249
41 C -0.676
42 O -0.422
43 H 0.283
44 H 0.262
45 H 0.261
46 H 0.288
47 C -0.594
48 O -0.552
49 H 0.210
50 H 0.292
51 H 0.234
52 H 0.428
53 C -0.590
54 O -0.494
55 H 0.343
56 H 0.252
57 H 0.163
58 H 0.301



# 4
# C25H43F3InP2

A structure of composition C25H43F3InP2 at a distorted geometry (wB97M-V/def2-TZVPD, the OMol25 dataset).

Atoms and positions in Å:
In  -0.6944  0.2632  0.9173
C  -0.4936  -2.4509  3.3281
C  0.8617  -2.5974  2.9179
C  0.8033  -1.0512  4.6167
C  -0.5241  -1.4990  4.3843
C  1.6608  -1.7236  3.7054
C  -1.6690  -3.1775  2.7907
H  -1.4219  -3.6994  1.8584
H  -2.5005  -2.4851  2.5965
H  -2.0278  -3.9249  3.5172
C  -1.7214  -1.0508  5.1291
H  -2.5797  -1.7037  4.9097
H  -1.9932  -0.0159  4.8532
H  -1.5251  -1.0734  6.2143
C  1.1968  -0.0740  5.6536
H  0.8516  -0.4112  6.6443
H  0.7459  0.9136  5.4638
H  2.2874  0.0417  5.6799
C  3.1308  -1.5632  3.6294
H  3.6358  -2.0873  4.4551
H  3.4074  -0.5034  3.7023
H  3.5264  -1.9598  2.6886
C  1.3651  -3.5289  1.8802
H  1.7260  -4.4780  2.3187
H  2.2093  -3.0880  1.3270
H  0.5764  -3.7835  1.1576
C  -1.8542  1.1768  -4.0565
C  -1.9528  -0.1720  -3.8870
C  -1.2138  -1.1536  -4.7471
C  0.3032  -0.8509  -4.9252
C  0.9586  -0.1960  -3.7437
C  1.1585  1.1303  -3.6670
C  0.5137  2.1423  -4.5865
C  -0.9552  1.8371  -5.0554
H  -1.6857  -1.2017  -5.7446
H  0.4271  -0.2198  -5.8173
H  -1.3221  -2.1586  -4.3105
H  -0.9316  1.2793  -6.0038
H  -2.5491  1.8626  -3.5505
H  -2.8186  -0.6286  -3.4006
H  -1.4161  2.8135  -5.2920
H  0.4837  3.1178  -4.0734
H  1.9144  1.5182  -2.9779
H  1.1325  2.3111  -5.4838
H  0.8162  -1.8058  -5.1406
H  1.4598  -0.8839  -3.0480
P  -1.5863  0.4284  -1.3479
P  1.4065  1.6507  0.3911
C  -0.7082  2.0512  -1.6026
C  0.5666  2.6442  -0.9058
H  -1.4660  2.8370  -1.7450
H  -0.3914  1.7973  -2.6153
H  1.3445  2.8057  -1.6728
H  0.2843  3.6269  -0.4902
C  2.2015  2.8508  1.4534
H  2.9519  2.3165  2.0504
H  1.4622  3.3158  2.1204
H  2.6874  3.6076  0.8187
C  2.7215  0.6183  -0.3235
H  3.4413  1.2605  -0.8540
H  2.3265  -0.1588  -0.9995
H  3.2224  0.1285  0.5297
C  -3.3815  0.5475  -1.2939
H  -3.7888  -0.3170  -0.7515
H  -3.8107  0.5648  -2.3023
H  -3.6819  1.4723  -0.7860
C  -0.8917  -1.2666  -1.6040
H  -0.2027  -1.5992  -0.8030
H  -0.3120  -1.2986  -2.5263
H  -1.7105  -1.9908  -1.7018
F  -2.5875  1.6709  2.8817
C  -1.3782  1.9222  2.2829
F  -1.5229  3.1404  1.6308
F  -0.4985  2.1669  3.3383

Force components x, y, z for each atom (eV/Å):
-0.0536 -0.2194 2.7293
2.4144 -1.0211 -1.8646
-3.0471 -0.5488 -0.1958
-0.1326 -0.6033 -0.7706
1.3504 1.0526 0.7956
-0.6976 1.1760 1.6467
-0.2885 -0.2010 0.0214
-0.1292 0.0766 0.2183
0.0779 -0.1933 0.0030
-0.0082 0.1274 -0.2603
-0.3371 -0.0595 0.1286
0.2008 0.2884 0.1576
0.0757 -0.3151 0.1633
-0.1385 0.0962 -0.3405
0.0376 0.4187 0.3652
0.2245 0.2178 -0.1705
0.1719 -0.1973 0.1478
-0.2588 0.0465 0.1547
0.2996 0.0894 -0.1242
-0.0863 0.1044 -0.1940
0.0309 -0.1892 0.0393
0.0293 0.0305 0.1732
0.2243 -0.3597 -0.3225
-0.0849 0.3138 -0.1946
-0.2070 -0.1827 0.0585
0.2554 0.0278 0.1579
-0.8182 -1.3495 -0.2912
-0.9618 1.3985 -1.9302
0.5866 -0.5358 -0.0346
-0.5921 -0.3681 -0.4481
1.2945 0.6199 -0.4630
0.5061 -0.9731 -0.6363
-0.2417 0.3549 -0.2054
0.4787 0.6418 -0.3337
0.0719 0.0326 0.3444
0.1420 -0.2466 0.3729
-0.0490 0.2873 -0.1873
-0.1022 0.0653 0.4083
0.2255 -0.4937 -0.0870
0.3558 0.3867 0.1143
0.2563 -0.4033 -0.0242
0.1564 -0.2898 -0.0872
-0.4371 -0.1975 -0.0249
-0.1171 -0.1140 0.2662
-0.1545 0.4533 0.0773
0.0559 0.5480 -0.2662
0.5314 0.0511 3.0513
-0.9927 -0.7059 -0.0192
0.5662 -0.1408 -1.9308
-0.1865 -0.1006 -0.2246
-0.0082 -0.4637 0.4076
-0.0046 0.7713 0.2539
-0.5359 0.2633 0.1413
0.2637 -0.4987 0.0841
0.3181 0.2477 0.1714
-0.1478 0.2852 -0.0484
0.2456 -0.1317 -0.2330
-0.0288 -0.1377 0.3468
0.2968 0.3553 -0.1964
-0.0333 -0.3751 0.0784
0.1091 0.3840 0.2994
-0.1600 0.1358 -0.3789
-0.6100 0.0863 -0.4398
0.1810 0.2793 -0.0856
-0.0594 0.0318 0.3178
0.2087 -0.2620 0.0562
0.6850 -0.2224 -1.1070
-0.5787 0.3121 -0.1846
-0.4682 -0.2607 0.3565
-0.0117 0.3120 0.2010
0.5595 0.3632 -0.3071
-0.1262 0.0435 0.7750
0.0817 -0.4279 0.4055
-0.6733 0.0132 -0.8779

Values from the calculation:
Strongest force on any atom (eV/Å): 3.217
Spin multiplicity: 1
Gap between HOMO and LUMO (spin up / spin down) (eV): 5.66 / 5.77
Electronic energy (Ha): -2150.391201
Charge: +1

Partial charges, Mulliken, in e:
1 In 0.499
2 C 0.251
3 C 0.561
4 C 0.557
5 C 0.617
6 C 0.618
7 C -1.435
8 H 0.336
9 H 0.308
10 H 0.332
11 C -1.322
12 H 0.418
13 H 0.182
14 H 0.341
15 C -1.494
16 H 0.340
17 H 0.215
18 H 0.416
19 C -1.545
20 H 0.322
21 H 0.354
22 H 0.374
23 C -1.585
24 H 0.321
25 H 0.364
26 H 0.308
27 C -0.288
28 C -0.405
29 C -1.244
30 C -1.023
31 C -0.524
32 C -0.692
33 C -1.124
34 C -0.877
35 H 0.418
36 H 0.336
37 H 0.352
38 H 0.368
39 H 0.519
40 H 0.844
41 H 0.431
42 H 0.227
43 H 1.212
44 H 0.404
45 H 0.397
46 H 0.818
47 P 1.048
48 P 0.790
49 C 2.019
50 C -1.618
51 H 0.660
52 H -2.684
53 H 0.831
54 H 0.418
55 C -1.335
56 H 0.431
57 H 0.324
58 H 0.443
59 C -1.035
60 H 0.426
61 H 0.082
62 H 0.376
63 C -1.400
64 H 0.405
65 H 0.474
66 H 0.425
67 C -0.887
68 H 0.370
69 H -0.125
70 H 0.376
71 F -0.247
72 C 0.073
73 F -0.220
74 F -0.224



- Which formula does entry 2 have?
  C7H28N14O7Tl